No. 1
{
  "formula": "C33H41N5P2Pt",
  "method": "ωB97M-V/def2-TZVPD",
  "charge": 2,
  "spin_multiplicity": 3,
  "homo_lumo_gap_ev": [8.1, 6.0],
  "symbols": ["Pt", "C", "N", "P", "C", "C", "C", "C", "C", "C", "C", "C", "C", "C", "C", "C", "P", "C", "C", "C", "C", "C", "C", "C", "C", "C", "C", "C", "C", "H", "H", "H", "H", "H", "H", "H", "H", "H", "H", "H", "H", "H", "H", "H", "H", "H", "H", "H", "H", "H", "H", "H", "C", "C", "N", "C", "C", "N", "H", "H", "H", "H", "H", "H", "C", "C", "C", "C", "N", "N", "H", "H", "H", "H", "H", "H", "H", "H", "H", "H", "H", "H"],
  "positions_angstrom": [[-0.749, -0.214, -0.244], [2.274, 2.912, 0.749], [1.351, 1.867, 0.345], [1.798, 0.296, -0.160], [3.617, 0.401, -0.193], [4.422, 0.177, 0.922], [5.794, 0.303, 0.795], [6.363, 0.619, -0.429], [5.560, 0.831, -1.539], [4.187, 0.720, -1.423], [1.392, -0.745, 1.296], [0.537, -0.312, 2.315], [0.310, -1.129, 3.411], [0.917, -2.372, 3.489], [1.732, -2.819, 2.456], [1.949, -2.022, 1.347], [-0.289, 2.086, -0.152], [-0.907, 3.409, 0.936], [-0.914, 4.758, 0.579], [-1.324, 5.712, 1.495], [-1.741, 5.337, 2.762], [-1.787, 3.993, 3.103], [-1.389, 3.034, 2.191], [-0.155, 2.781, -1.824], [-0.919, 2.202, -2.832], [-0.888, 2.729, -4.111], [-0.080, 3.820, -4.395], [0.719, 4.367, -3.403], [0.684, 3.853, -2.119], [2.877, 2.573, 1.593], [1.693, 3.780, 1.065], [2.957, 3.206, -0.052], [3.985, -0.090, 1.875], [6.420, 0.146, 1.659], [7.434, 0.693, -0.519], [5.999, 1.069, -2.494], [3.547, 0.865, -2.285], [0.153, 0.701, 2.307], [-0.322, -0.782, 4.214], [0.767, -2.981, 4.367], [2.214, -3.783, 2.525], [2.587, -2.357, 0.542], [-0.612, 5.074, -0.408], [-1.315, 6.755, 1.216], [-2.043, 6.086, 3.477], [-2.134, 3.693, 4.079], [-1.473, 1.986, 2.446], [-1.541, 1.339, -2.604], [-1.494, 2.293, -4.890], [-0.065, 4.238, -5.391], [1.370, 5.199, -3.628], [1.314, 4.285, -1.357], [-4.417, -2.497, -0.609], [-4.264, -1.026, -0.463], [-3.174, -0.277, -0.373], [-3.611, 1.019, -0.257], [-4.970, 1.048, -0.278], [-5.364, -0.246, -0.408], [-3.476, -3.011, -0.762], [-5.054, -2.707, -1.470], [-4.896, -2.913, 0.280], [-2.926, 1.840, -0.166], [-5.657, 1.865, -0.213], [-6.321, -0.570, -0.437], [-1.248, -5.213, -1.603], [-0.427, -4.775, -0.382], [0.836, -5.625, -0.293], [-1.230, -4.935, 0.911], [0.024, -3.377, -0.506], [-0.979, -2.390, -0.597], [-1.606, -6.226, -1.455], [-0.635, -5.209, -2.501], [-2.120, -4.582, -1.770], [0.566, -6.671, -0.199], [1.431, -5.345, 0.569], [1.443, -5.517, -1.187], [-1.423, -5.990, 1.082], [-2.199, -4.439, 0.887], [-0.661, -4.552, 1.755], [0.706, -3.270, -1.250], [-1.682, -2.623, 0.113], [-1.445, -2.371, -1.519]]
}

No. 2
{
  "formula": "C33H41N7P2S2Ti",
  "method": "ωB97M-V/def2-TZVPD",
  "charge": 4,
  "spin_multiplicity": 1,
  "homo_lumo_gap_ev": 6.4,
  "symbols": ["Ti", "C", "C", "N", "C", "C", "S", "C", "C", "N", "H", "H", "H", "H", "H", "H", "H", "H", "H", "H", "H", "H", "H", "H", "C", "C", "N", "N", "C", "S", "N", "N", "H", "H", "H", "H", "H", "H", "N", "P", "C", "C", "C", "C", "C", "C", "C", "C", "C", "C", "C", "C", "P", "C", "C", "C", "C", "C", "C", "C", "C", "C", "C", "C", "C", "H", "H", "H", "H", "H", "H", "H", "H", "H", "H", "H", "H", "H", "H", "H", "H", "H", "H", "H", "H", "H"],
  "positions_angstrom": [[0.141, 0.427, -0.272], [2.547, -1.547, -0.115], [2.647, -0.586, 1.072], [2.067, 0.740, 0.704], [3.098, 1.684, 0.091], [4.039, 1.164, -1.002], [3.423, 0.990, -2.728], [3.380, -0.815, -3.000], [2.066, -1.452, -2.520], [1.731, -0.897, -1.170], [3.533, -1.785, -0.514], [2.077, -2.486, 0.167], [2.091, -0.953, 1.934], [3.683, -0.455, 1.386], [1.810, 1.196, 1.584], [2.563, 2.571, -0.247], [3.739, 1.991, 0.921], [4.831, 1.912, -1.071], [4.544, 0.239, -0.723], [3.495, -0.960, -4.075], [4.259, -1.259, -2.534], [1.258, -1.232, -3.218], [2.160, -2.537, -2.459], [2.183, 0.018, -1.296], [0.449, 2.865, -5.064], [0.249, 3.373, -3.689], [0.201, 4.612, -3.317], [0.012, 4.595, -1.967], [-0.059, 3.371, -1.484], [-0.385, 2.780, 0.094], [0.079, 2.575, -2.554], [0.098, 1.182, -2.398], [0.489, 3.714, -5.742], [-0.373, 2.215, -5.370], [1.392, 2.319, -5.145], [-0.073, 5.474, -1.467], [0.995, 0.877, -2.802], [-0.677, 0.773, -2.936], [-1.950, -1.099, 1.580], [-1.334, 0.460, 1.834], [-2.656, 1.549, 2.309], [-3.462, 2.232, 1.387], [-4.549, 2.957, 1.836], [-4.841, 3.003, 3.197], [-4.041, 2.336, 4.115], [-2.943, 1.613, 3.680], [-0.115, 0.388, 3.149], [0.457, 1.592, 3.589], [1.403, 1.571, 4.601], [1.769, 0.361, 5.190], [1.183, -0.828, 4.775], [0.244, -0.820, 3.751], [-1.003, -1.676, 0.348], [-0.638, -3.396, 0.456], [0.223, -3.834, 1.478], [0.426, -5.187, 1.663], [-0.229, -6.104, 0.843], [-1.095, -5.675, -0.155], [-1.309, -4.321, -0.355], [-1.711, -1.216, -1.242], [-1.225, -1.807, -2.426], [-1.760, -1.445, -3.651], [-2.751, -0.460, -3.718], [-3.216, 0.153, -2.558], [-2.712, -0.231, -1.321], [-2.711, -1.562, 2.069], [-3.227, 2.224, 0.331], [-5.172, 3.494, 1.134], [-5.694, 3.572, 3.543], [-4.269, 2.383, 5.171], [-2.319, 1.105, 4.404], [0.128, 2.546, 3.188], [1.829, 2.499, 4.961], [2.492, 0.353, 5.995], [1.440, -1.758, 5.265], [-0.233, -1.746, 3.452], [0.711, -3.120, 2.134], [1.084, -5.537, 2.447], [-0.071, -7.164, 0.995], [-1.615, -6.398, -0.770], [-2.009, -3.997, -1.114], [-0.488, -2.598, -2.371], [-1.438, -1.948, -4.555], [-3.184, -0.198, -4.676], [-4.015, 0.882, -2.612], [-3.167, 0.154, -0.418]]
}

E_tot for the records above, in order: -64147.467 -108644.179 eV
Energy relative to the best compared isomer or geometry (same formula, charge and spin) for the records above, in order: 1.2371 2.5169 eV